*one*
This record from OMol25 describes a single C4H6N2OS molecule. The level of theory is ωB97M-V/def2-TZVPD.

```
! RIJCOSX wB97M-V def2-TZVPD def2/J DEFGRID3
* xyz 0 1
N 0.17 -0.97 -0.45
C 1.94 -0.29 0.82
S -2.55 0.16 1.05
H 2.44 -0.83 0.03
H 1.07 2.08 0.49
N 0.63 0.09 0.26
H -1.38 -1.90 -1.34
C 0.35 1.35 -0.08
H -3.02 0.01 -1.43
H 1.62 -0.97 1.67
C -0.98 -0.94 -0.91
H 2.41 0.54 1.33
O -0.51 1.77 -0.81
C -2.19 -0.10 -0.64
*
```

The value obtained for the HOMO-LUMO gap is 7.8 eV. The structure (SMILES) is CN(C=O)/N=C\C=S. The LUMO energy comes out at -0.0361 Ha.



*two*
This record from OMol25 describes a single C4H6N2OS molecule. The level of theory is ωB97M-V/def2-TZVPD.

```
! RIJCOSX wB97M-V def2-TZVPD def2/J DEFGRID3
* xyz 0 1
S 1.00 2.70 -1.19
H 1.48 -0.54 -2.07
H -1.80 -1.43 1.61
H -1.07 1.86 -1.68
C -0.85 -0.91 1.76
H -0.07 -1.66 1.82
H 1.78 2.10 -0.25
C -0.53 -0.36 0.45
O 0.78 -2.29 -0.08
H -0.81 -0.11 2.55
C 0.41 -1.26 -0.55
N -0.66 0.88 0.15
C -0.26 1.51 -0.94
N 0.60 -0.48 -1.57
*
```

The value obtained for the HOMO-LUMO gap is 8.9 eV. The LUMO energy comes out at -0.0030 Ha.



*three*
This record from OMol25 describes a single C4H6N2OS molecule. The level of theory is ωB97M-V/def2-TZVPD.

```
! RIJCOSX wB97M-V def2-TZVPD def2/J DEFGRID3
* xyz 0 1
H -3.11 1.33 -1.18
H 1.47 -2.09 -1.00
C 0.61 0.13 0.33
C -0.40 1.13 0.57
H -2.94 2.04 0.35
H 2.17 -0.55 1.98
O -1.27 -0.46 -0.74
S 2.30 0.10 0.82
C 0.02 -0.80 -0.48
N 0.45 -2.00 -1.01
H 0.09 -2.17 -1.95
N -2.81 1.20 -0.20
H -0.25 2.05 1.12
C -1.50 0.73 -0.09
*
```

The value obtained for the HOMO-LUMO gap is 8.1 eV. The structure (SMILES) is Nc1cc(S)c(N)o1. The LUMO energy comes out at 0.0299 Ha.



*four*
This record from OMol25 describes a single C4H6N2OS molecule. The level of theory is ωB97M-V/def2-TZVPD.

```
! RIJCOSX wB97M-V def2-TZVPD def2/J DEFGRID3
* xyz 0 1
H -1.12 -2.09 -0.45
H 0.37 2.41 0.67
H -1.96 0.88 -0.41
C -1.06 0.43 -0.77
S 1.24 1.66 1.24
N -0.59 0.72 -1.95
N 0.75 0.08 -2.04
C -0.17 -0.49 0.03
C 0.94 -0.59 -0.98
H 1.87 -1.20 -0.87
H 0.89 -0.59 1.79
H -0.65 0.35 1.98
C 0.25 0.14 1.37
O -0.77 -1.70 0.37
*
```

The value obtained for the HOMO-LUMO gap is 9.5 eV. The structure (SMILES) is OC1(CS)C=NN=C1. The LUMO energy comes out at -0.0042 Ha.



Relative energy of each structure, in hartree: *one* 0.1030; *two* 0.0849; *three* 0.0000; *four* 0.0657.



*one*
This record from OMol25 describes a single C4H6N2OS molecule. The level of theory is ωB97M-V/def2-TZVPD.

```
! RIJCOSX wB97M-V def2-TZVPD def2/J DEFGRID3
* xyz 0 1
C -1.32 -1.24 -0.08
N -0.83 1.35 1.17
C 0.45 -0.71 -1.61
O -0.13 -1.22 -2.53
H -1.80 -1.21 0.95
C -0.28 -0.42 -0.33
S 2.23 -0.55 -1.69
H -0.56 2.35 1.45
H 1.56 1.32 1.65
H -1.57 -1.97 -0.84
H 2.37 -0.01 -0.41
N 1.42 0.60 0.92
C 0.18 0.57 0.67
H -1.73 1.14 0.68
*
```

The value obtained for the HOMO-LUMO gap is 9.4 eV. The structure (SMILES) is [H]/N=C(\N)C(=C)C(=O)S. The LUMO energy comes out at 0.0031 Ha.



*two*
This record from OMol25 describes a single C4H6N2OS molecule. The level of theory is ωB97M-V/def2-TZVPD.

```
! RIJCOSX wB97M-V def2-TZVPD def2/J DEFGRID3
* xyz 0 1
H 2.17 -0.34 -1.01
H 2.28 -2.32 -0.29
C 0.40 -1.33 -0.04
H -2.70 1.98 0.65
N -0.19 -0.27 0.41
S -1.87 -0.22 0.64
O -2.40 -1.22 -0.32
N 2.80 0.80 0.64
H -1.23 1.93 -0.33
C -2.16 1.51 -0.24
H -0.11 -2.32 -0.03
C 1.76 -1.44 -0.06
C 2.49 -0.18 0.06
H -2.76 1.45 -1.14
*
```

The value obtained for the HOMO-LUMO gap (alpha / beta) is 7.4 / 7.4 eV. The LUMO energy (alpha / beta) comes out at -0.0533 / -0.0486 Ha.



Relative energy of each structure, in hartree: *one* 0.0000; *two* 0.1925.



*one*
This record from OMol25 describes a single CHCl2NO molecule. The level of theory is ωB97M-V/def2-TZVPD.

```
! RIJCOSX wB97M-V def2-TZVPD def2/J DEFGRID3
* xyz 0 1
Cl -1.22 1.20 -1.30
C -0.44 0.29 -0.04
Cl 1.34 -1.75 0.32
N 0.90 -0.08 -0.16
O 0.50 0.84 0.81
H -1.08 -0.50 0.36
*
```

The value obtained for the HOMO-LUMO gap is 10.6 eV. The structure (SMILES) is Cl[C@@H]1ON1Cl. The LUMO energy comes out at 0.0013 Ha.



*two*
This record from OMol25 describes 2 unconnected molecules or ions with the total composition CHCl2NO. The level of theory is ωB97M-V/def2-TZVPD.

```
! RIJCOSX wB97M-V def2-TZVPD def2/J DEFGRID3
* xyz 0 1
N 0.56 -0.39 -0.75
Cl 1.16 -1.84 0.18
Cl -1.72 1.22 -0.58
O 0.93 0.83 -0.19
H -0.63 -0.21 1.35
C -0.31 0.40 -0.01
*
```

The value obtained for the HOMO-LUMO gap is 10.7 eV. The LUMO energy comes out at -0.0090 Ha.



Relative energy of each structure, in hartree: *one* 0.0000; *two* 0.0554.



*one*
This record from OMol25 describes a molecular structure, C2H6BF4KO. The level of theory is ωB97M-V/def2-TZVPD.

```
! RIJCOSX wB97M-V def2-TZVPD def2/J DEFGRID3
* xyz 0 1
C -0.37 2.83 -2.00
H 0.85 4.31 -3.05
F 0.70 -5.38 4.91
H 1.56 2.66 -2.93
F -0.29 -6.79 3.54
F 0.83 -5.08 2.64
O 0.17 3.18 -0.73
H 0.24 3.15 -4.11
C 0.66 3.24 -3.11
H -0.63 1.77 -1.99
K -0.88 -0.70 1.84
H -1.27 3.38 -2.28
B 0.06 -5.46 3.71
F -1.06 -4.62 3.79
H -0.57 3.50 -0.22
*
```

The value obtained for the HOMO-LUMO gap is 7.5 eV. The LUMO energy comes out at -0.0807 Ha.



*two*
This record from OMol25 describes a molecular structure, C2H6BF4KO. The level of theory is ωB97M-V/def2-TZVPD.

```
! RIJCOSX wB97M-V def2-TZVPD def2/J DEFGRID3
* xyz 0 1
H -0.54 1.78 -1.20
C -0.19 0.86 -1.67
H 0.29 1.11 -2.62
F 1.11 0.77 3.53
F 3.22 0.42 2.64
K -0.52 -2.12 0.90
O -1.96 -0.49 -0.64
H -2.07 0.37 -2.58
F 1.34 -0.32 1.50
H -0.88 -0.95 -2.37
F 1.96 -1.36 3.43
C -1.38 -0.09 -1.89
H 0.59 0.45 -1.02
H -2.90 -0.33 -0.77
B 1.94 -0.08 2.77
*
```

The value obtained for the HOMO-LUMO gap is 9.9 eV. The LUMO energy comes out at -0.0353 Ha.



Relative energy of each structure, in hartree: *one* 0.0726; *two* 0.0000.



*one*
This record from OMol25 describes a single CH5N3 molecule. The level of theory is ωB97M-V/def2-TZVPD.

```
! RIJCOSX wB97M-V def2-TZVPD def2/J DEFGRID3
* xyz 0 1
H -1.51 1.22 0.01
H 1.75 -1.30 0.34
N 1.28 -0.39 -0.12
H 0.16 1.68 0.33
N -0.90 -1.38 -0.08
C -0.12 -0.34 -0.04
H 1.76 0.41 -0.28
N -0.53 0.99 -0.12
H -1.88 -0.89 -0.03
*
```

The value obtained for the HOMO-LUMO gap is 9.8 eV. The structure (SMILES) is N=C(N)N. The LUMO energy comes out at 0.0293 Ha.



*two*
This record from OMol25 describes a single CH5N3 molecule. The level of theory is ωB97M-V/def2-TZVPD.

```
! RIJCOSX wB97M-V def2-TZVPD def2/J DEFGRID3
* xyz 0 1
N 1.09 -0.72 0.01
H -1.20 -1.57 -0.03
N 0.23 1.40 0.02
H 2.04 -0.35 0.03
C 0.01 0.14 -0.01
H 1.00 -1.70 -0.01
H -2.15 -0.12 0.23
N -1.20 -0.55 -0.03
H -0.60 1.95 -0.13
*
```

The value obtained for the HOMO-LUMO gap is 9.6 eV. The structure (SMILES) is N=C(N)N. The LUMO energy comes out at 0.0316 Ha.



Relative energy of each structure, in hartree: *one* 0.0216; *two* 0.0000.



*one*
This record from OMol25 describes a single CH5N3 molecule. The level of theory is ωB97M-V/def2-TZVPD.

```
! RIJCOSX wB97M-V def2-TZVPD def2/J DEFGRID3
* xyz 0 1
H -1.28 0.83 0.82
H -0.84 -0.79 1.36
H 3.04 1.24 -0.26
N 0.29 -0.09 -0.49
N 1.33 0.53 -0.06
H -1.77 -0.71 -0.33
N 2.39 0.59 -0.74
C -0.96 -0.18 0.44
H 0.12 -0.33 -1.49
*
```

The value obtained for the HOMO-LUMO gap is 10.0 eV. The structure (SMILES) is [H]/N=N/NC. The LUMO energy comes out at 0.0407 Ha.



*two*
This record from OMol25 describes a single CH5N3 molecule. The level of theory is ωB97M-V/def2-TZVPD.

```
! RIJCOSX wB97M-V def2-TZVPD def2/J DEFGRID3
* xyz 0 1
H 0.66 0.51 1.70
N -0.16 1.13 -0.77
N 0.37 -0.23 1.08
C -0.17 -0.13 -0.24
H -0.43 -2.02 -0.33
H 0.08 -1.10 1.57
N -0.37 -1.19 -0.92
H -0.53 1.18 -1.75
H 0.55 1.84 -0.35
*
```

The value obtained for the HOMO-LUMO gap is 9.6 eV. The structure (SMILES) is N=C(N)N. The LUMO energy comes out at 0.0310 Ha.



Relative energy of each structure, in hartree: *one* 0.0860; *two* 0.0000.